Record 1
{
  "formula": "C53H91N11O2",
  "method": "wB97M-V/def2-TZVPD",
  "homo_lumo_gap_ev": 3.10,
  "mol_weight_g_mol": 914.4,
  "largest_force_ev_per_a": 3.83,
  "e_lumo_ev": -0.27,
  "elements": ["C", "C", "N", "C", "C", "C", "C", "C", "O", "C", "H", "H", "H", "H", "H", "H", "H", "H", "H", "H", "H", "H", "H", "H", "H", "H", "H", "H", "H", "H", "C", "C", "C", "C", "C", "C", "N", "O", "C", "C", "C", "H", "H", "H", "H", "H", "H", "H", "H", "H", "H", "H", "H", "H", "H", "H", "H", "H", "H", "C", "C", "C", "C", "N", "H", "H", "H", "H", "H", "H", "H", "C", "C", "C", "C", "N", "H", "H", "H", "H", "H", "H", "H", "C", "C", "C", "C", "N", "H", "H", "H", "H", "H", "H", "H", "C", "C", "C", "C", "N", "H", "H", "H", "H", "H", "H", "H", "N", "C", "C", "C", "C", "H", "H", "H", "H", "H", "N", "C", "C", "C", "C", "H", "H", "H", "H", "H", "N", "C", "C", "C", "C", "H", "H", "H", "H", "H", "N", "C", "C", "C", "C", "H", "H", "H", "H", "H", "N", "C", "C", "C", "C", "H", "H", "H", "H", "H"],
  "xyz": [[-1.37, 4.53, -0.35], [-0.79, 3.92, 0.91], [-0.85, 2.35, 0.95], [-0.57, 1.96, 2.40], [-2.31, 1.93, 0.52], [-3.52, 2.64, 1.25], [0.14, 1.79, -0.09], [0.69, 0.37, 0.10], [-0.27, -0.65, 0.05], [-0.92, -0.93, -1.22], [-2.44, 4.43, -0.52], [-0.75, 4.48, -1.25], [-1.45, 5.61, -0.23], [-1.26, 4.32, 1.80], [0.27, 4.15, 0.88], [0.47, 2.26, 2.50], [-0.68, 0.88, 2.28], [-1.26, 2.43, 3.10], [-2.39, 0.90, 0.88], [-2.29, 1.88, -0.57], [-3.35, 2.80, 2.32], [-4.37, 1.97, 1.11], [-3.78, 3.68, 1.07], [0.95, 2.52, -0.02], [-0.34, 1.96, -1.05], [1.09, 0.29, 1.11], [1.58, 0.09, -0.46], [-0.31, -1.54, -1.90], [-1.22, -0.10, -1.86], [-1.71, -1.67, -1.07], [8.07, 3.45, -1.02], [6.85, 2.47, -0.70], [7.39, 1.07, -0.97], [8.33, 0.51, 0.15], [7.65, 0.66, 1.48], [7.25, 2.17, 1.80], [6.31, 2.59, 0.67], [5.23, 3.58, 1.00], [8.65, 2.94, 2.03], [6.51, 2.03, 3.19], [5.69, 2.56, -1.75], [8.02, 4.46, -0.63], [8.11, 3.68, -2.09], [8.99, 2.96, -0.69], [7.94, 1.06, -1.91], [6.52, 0.42, -1.11], [9.30, 1.00, 0.13], [8.52, -0.53, -0.14], [8.46, 0.40, 2.16], [6.93, -0.14, 1.63], [8.57, 4.03, 2.08], [9.50, 2.71, 1.40], [9.12, 2.72, 2.99], [7.12, 1.85, 4.07], [5.79, 1.21, 3.16], [5.89, 2.89, 3.44], [5.36, 3.60, -1.76], [4.77, 2.03, -1.49], [6.02, 2.30, -2.76], [1.49, -0.97, -6.86], [0.91, -0.37, -8.14], [0.90, 1.18, -8.12], [0.24, 1.86, -6.98], [-0.33, 2.36, -6.10], [1.33, -2.05, -6.82], [0.98, -0.63, -5.95], [2.55, -0.78, -6.74], [-0.11, -0.74, -8.25], [1.49, -0.86, -8.92], [0.28, 1.41, -8.99], [1.86, 1.70, -8.18], [-2.13, -11.27, -1.17], [-3.22, -10.23, -1.58], [-3.01, -9.62, -3.03], [-2.30, -8.35, -3.16], [-1.79, -7.35, -3.30], [-2.16, -12.11, -1.86], [-2.43, -11.70, -0.21], [-1.07, -11.00, -1.17], [-3.27, -9.40, -0.88], [-4.25, -10.58, -1.55], [-4.00, -9.60, -3.49], [-2.38, -10.28, -3.62], [-5.70, -5.28, 4.83], [-4.89, -4.59, 6.07], [-5.57, -3.21, 6.48], [-5.41, -2.07, 5.49], [-5.25, -1.23, 4.75], [-5.26, -6.27, 4.70], [-5.58, -4.79, 3.86], [-6.76, -5.39, 5.06], [-3.88, -4.49, 5.68], [-4.89, -5.38, 6.82], [-5.30, -2.80, 7.45], [-6.66, -3.24, 6.51], [3.90, -3.95, 4.40], [3.24, -4.56, 3.17], [1.75, -4.48, 3.36], [1.20, -5.39, 4.34], [0.77, -6.08, 5.13], [4.87, -3.58, 4.06], [4.24, -4.66, 5.16], [3.38, -3.08, 4.81], [3.48, -5.56, 2.81], [3.41, -3.86, 2.35], [1.12, -4.58, 2.48], [1.52, -3.46, 3.67], [7.05, -4.20, -5.11], [5.73, -4.08, -4.75], [5.64, -3.91, -3.32], [6.94, -4.02, -2.87], [7.80, -4.05, -3.98], [7.31, -4.33, -6.07], [5.06, -4.07, -5.59], [4.71, -3.68, -2.82], [7.22, -3.93, -1.83], [8.87, -4.08, -4.04], [-7.53, 3.03, -3.71], [-8.50, 2.51, -2.77], [-7.94, 1.39, -2.19], [-6.65, 1.30, -2.57], [-6.40, 2.32, -3.46], [-7.66, 3.82, -4.32], [-9.42, 3.05, -2.58], [-8.46, 0.80, -1.45], [-5.89, 0.56, -2.36], [-5.55, 2.58, -4.07], [1.15, 8.64, 4.97], [0.79, 7.36, 4.97], [-0.48, 7.21, 5.48], [-0.91, 8.51, 5.76], [0.17, 9.41, 5.64], [2.08, 8.99, 4.79], [1.36, 6.74, 4.30], [-0.97, 6.27, 5.69], [-1.78, 8.77, 6.35], [0.26, 10.48, 5.74], [-3.64, 9.61, 1.93], [-4.71, 8.86, 1.49], [-5.17, 9.51, 0.43], [-4.33, 10.66, 0.14], [-3.41, 10.70, 1.10], [-3.11, 9.41, 2.76], [-4.98, 7.99, 2.05], [-5.93, 9.11, -0.22], [-4.55, 11.46, -0.54], [-2.61, 11.42, 1.15], [-8.79, -6.19, -1.28], [-7.74, -5.37, -0.99], [-6.82, -5.51, -2.05], [-7.37, -6.38, -2.99], [-8.51, -6.97, -2.36], [-9.66, -6.36, -0.79], [-7.74, -4.65, -0.19], [-5.97, -4.90, -2.28], [-6.94, -6.52, -3.97], [-9.18, -7.78, -2.60]],
  "mulliken_charge": [-1.35, -0.38, 0.16, -1.18, -0.38, -1.42, -0.53, -0.93, -0.31, -0.77, 0.28, 0.35, 0.48, 0.41, 0.56, 0.49, 0.45, 0.38, 0.44, 0.47, 0.33, 0.38, 0.39, 0.45, 0.50, 0.31, 0.47, 0.35, 0.30, 0.27, -1.75, 1.54, -1.27, -0.73, -1.07, 1.32, 0.37, -0.88, -1.77, -1.67, -1.73, 0.31, 0.48, 0.33, 0.35, 0.45, 0.28, 0.41, 0.35, 0.38, 0.37, 0.35, 0.46, 0.37, 0.34, 0.36, 0.40, 0.27, 0.39, -1.21, -0.37, -0.34, 0.21, -0.42, 0.34, 0.31, 0.33, 0.27, 0.32, 0.27, 0.30, -1.13, -0.43, -0.46, 0.22, -0.40, 0.34, 0.33, 0.32, 0.35, 0.29, 0.32, 0.24, -1.14, -0.41, -0.48, 0.17, -0.37, 0.33, 0.34, 0.33, 0.29, 0.34, 0.33, 0.28, -1.14, -0.32, -0.56, 0.28, -0.43, 0.36, 0.32, 0.33, 0.34, 0.25, 0.32, 0.26, 0.00, -0.35, -0.39, -0.47, -0.54, 0.20, 0.38, 0.39, 0.39, 0.38, -0.03, -0.51, -0.44, -0.43, -0.40, 0.20, 0.36, 0.38, 0.46, 0.41, -0.01, -0.46, -0.40, -0.55, -0.43, 0.22, 0.42, 0.41, 0.42, 0.37, 0.01, -0.42, -0.43, -0.48, -0.35, 0.17, 0.39, 0.37, 0.38, 0.35, 0.00, -0.58, -0.27, -0.47, -0.41, 0.21, 0.39, 0.39, 0.37, 0.37]
}

Record 2
{
  "formula": "C16H10AuBF5I2NO",
  "method": "wB97M-V/def2-TZVPD",
  "homo_lumo_gap_ev": 6.99,
  "mol_weight_g_mol": 788.8,
  "largest_force_ev_per_a": 0.10,
  "relative_energy_kcal_mol": 2.9,
  "e_lumo_ev": -1.33,
  "elements": ["Au", "I", "C", "C", "C", "I", "C", "C", "C", "C", "N", "C", "C", "O", "H", "H", "H", "H", "F", "B", "F", "F", "F", "F", "C", "C", "C", "C", "C", "C", "C", "H", "H", "H", "H", "H", "H"],
  "xyz": [[-0.97, 0.70, 1.09], [-0.04, -2.51, 5.18], [1.18, -1.81, 3.66], [2.53, -2.20, 3.61], [3.37, -1.76, 2.62], [5.36, -2.40, 2.62], [2.88, -0.89, 1.62], [3.63, -0.38, 0.54], [3.05, 0.45, -0.38], [1.70, 0.79, -0.25], [0.97, 0.33, 0.75], [1.52, -0.51, 1.69], [0.63, -0.96, 2.71], [-0.61, -0.57, 2.71], [2.91, -2.86, 4.38], [4.67, -0.65, 0.45], [3.61, 0.84, -1.22], [1.21, 1.42, -0.97], [-3.10, -1.17, 0.68], [-3.94, -0.23, 1.22], [-4.79, 0.33, 0.31], [-2.92, 0.99, 1.55], [-4.48, -0.55, 2.42], [-1.23, -0.55, -5.44], [-1.26, 0.07, -4.25], [-2.21, -0.30, -3.32], [-2.23, 0.33, -2.10], [-1.29, 1.32, -1.79], [-1.32, 2.00, -0.46], [-0.36, 1.69, -2.76], [-0.33, 1.06, -4.00], [-2.93, -1.07, -3.57], [-2.99, 0.06, -1.37], [-2.31, 2.36, -0.20], [-0.60, 2.81, -0.39], [0.33, 2.50, -2.57], [0.38, 1.34, -4.76]],
  "mulliken_charge": [1.26, 0.12, -0.57, -0.31, -0.48, 0.09, 0.87, -0.42, -1.08, 0.80, -0.32, 0.43, 0.77, -0.88, 0.34, 0.20, 0.42, -0.18, -0.34, 0.59, -0.32, -0.55, -0.28, -0.33, 0.42, -0.86, -0.07, 0.59, -1.67, -0.35, -0.71, 0.47, 0.37, 0.50, 0.57, 0.51, 0.44]
}

Record 3
{
  "formula": "C6H4O",
  "method": "wB97M-V/def2-TZVPD",
  "homo_lumo_gap_ev": [7.13, 7.13],
  "mol_weight_g_mol": 92.1,
  "largest_force_ev_per_a": 0.98,
  "relative_energy_kcal_mol": 130.6,
  "e_lumo_ev": [-1.69, -1.69],
  "elements": ["C", "C", "C", "C", "O", "C", "C", "H", "H", "H", "H"],
  "xyz": [[-1.32, -0.58, -0.77], [-0.56, 0.50, -0.10], [-0.60, 1.77, 0.28], [0.74, 1.62, 0.83], [1.58, 2.24, 1.39], [1.02, 0.02, 0.46], [1.62, -1.05, 0.41], [-2.27, -0.13, -1.09], [-1.52, -1.41, -0.09], [-0.79, -0.95, -1.65], [2.09, -2.01, 0.34]],
  "mulliken_charge": [-1.05, 1.09, -1.35, 0.83, -0.42, -0.45, 0.01, 0.30, 0.31, 0.31, 0.40]
}

Record 4
{
  "formula": "C3H8N3S",
  "method": "wB97M-V/def2-TZVPD",
  "homo_lumo_gap_ev": 7.61,
  "charge": 1,
  "mol_weight_g_mol": 118.2,
  "largest_force_ev_per_a": 5.62,
  "relative_energy_kcal_mol": 76.7,
  "e_lumo_ev": -5.95,
  "elements": ["C", "C", "C", "N", "N", "N", "S", "H", "H", "H", "H", "H", "H", "H", "H"],
  "xyz": [[0.10, -1.67, 0.48], [-0.76, -0.75, 1.14], [2.34, 0.42, 0.01], [0.76, -2.52, 0.08], [3.23, 0.34, -0.89], [-2.49, 0.77, -0.68], [1.23, 0.93, 0.92], [-1.94, -1.02, 1.48], [-0.78, 0.16, 0.52], [-0.48, -0.32, 2.20], [3.28, -0.36, -1.65], [3.83, 1.14, -0.99], [-2.08, 1.22, -1.48], [-2.94, 1.44, -0.06], [-3.30, 0.24, -1.07]],
  "mulliken_charge": [0.45, -0.78, 0.60, -0.37, -0.27, -0.78, -0.04, 0.31, 0.17, 0.38, 0.31, 0.28, 0.23, 0.25, 0.26]
}

Record 5
{
  "formula": "CNPS",
  "method": "wB97M-V/def2-TZVPD",
  "spin_multiplicity": 3,
  "s_squared": 2.04,
  "homo_lumo_gap_ev": [7.05, 7.05],
  "mol_weight_g_mol": 89.1,
  "largest_force_ev_per_a": 6.20,
  "relative_energy_kcal_mol": 3.3,
  "e_lumo_ev": [-1.62, -4.62],
  "elements": ["C", "N", "P", "S"],
  "xyz": [[0.25, 0.62, 1.04], [-0.06, 1.69, 1.22], [0.74, -1.13, -0.64], [-0.92, -1.18, -1.62]],
  "lowdin_spin": [0.35, 0.07, 0.71, 0.87]
}